71
Properties=species:S:1:pos:R:3:mulliken_charge:R:1 method="wB97M-V/def2-TZVPD" spin_multiplicity=1 total_charge=0 de_lowest_ev=0.0425
Mo -0.0491 0.0435 0.4562 -1.063
C 0.9043 4.5729 -0.6046 -1.617
C 0.7448 3.0743 -0.6225 1.015
S 0.1724 2.3292 0.8546 -0.240
C 1.0213 2.3073 -1.6876 0.020
C 1.5339 2.7991 -3.0100 -1.471
S 0.8174 0.5681 -1.5487 0.072
H 0.6816 4.9673 0.3851 0.435
H 0.2258 5.0501 -1.3144 0.328
H 1.9214 4.8721 -0.8676 0.347
H 1.6379 3.8831 -3.0191 0.444
H 0.8582 2.5191 -3.8211 0.310
H 2.5086 2.3611 -3.2421 0.281
C 3.8153 -2.3257 -1.3987 -0.310
C 4.3378 -1.9151 -0.0298 -0.582
N 3.2457 -1.5264 0.8600 0.031
C 2.8377 -0.3494 1.2662 0.660
S 1.4851 -0.3211 2.4000 -0.465
N 3.3507 0.8377 0.9308 -0.119
C 4.1086 1.1947 -0.2711 0.374
C 5.5627 1.5287 0.0179 -1.496
H 4.6282 -2.7025 -2.0206 0.442
H 3.3374 -1.4930 -1.9172 0.073
H 3.0700 -3.1156 -1.2930 -0.010
H 5.0731 -1.1181 -0.0894 -0.036
H 4.8289 -2.7636 0.4488 0.425
H 2.6054 -2.3075 1.1065 0.260
H 2.8173 1.5923 1.3413 0.301
H 3.6030 2.0619 -0.6985 0.200
H 4.0048 0.3982 -1.0052 -0.212
H 5.6322 2.3667 0.7119 0.380
H 6.0736 1.8075 -0.9044 0.364
H 6.0930 0.6865 0.4630 0.315
C 0.9180 -6.2402 -1.9996 -1.765
C 0.8895 -4.8793 -2.6353 1.185
C 1.8279 -4.5331 -3.6017 -0.759
C 1.8015 -3.2824 -4.1948 0.179
Cl 3.0185 -2.8753 -5.3747 -0.256
C 0.8406 -2.3484 -3.8576 -0.715
C -0.0988 -2.6828 -2.8954 -0.070
C -0.0721 -3.9280 -2.2874 -0.007
O -1.0615 -4.2061 -1.3667 -0.577
C -0.6276 -4.3191 -0.0135 -1.003
C 0.3416 -3.2035 0.3710 0.848
O 1.4737 -3.4976 0.7609 -0.852
O -0.1261 -2.0222 0.2448 -0.065
H 1.4519 -6.9464 -2.6338 0.471
H -0.0931 -6.6129 -1.8346 0.352
H 1.4256 -6.2093 -1.0331 0.280
H 2.5854 -5.2481 -3.8965 0.422
H 0.8344 -1.3721 -4.3212 0.468
H -0.8602 -1.9773 -2.5899 0.639
H -0.1478 -5.2792 0.1737 0.308
H -1.5280 -4.2353 0.5947 0.431
C -4.3255 -1.5325 3.5209 -0.485
C -2.9406 -1.3057 3.6664 -0.931
C -2.2348 -0.7308 2.6485 -0.185
C -2.8594 -0.3686 1.4294 1.045
C -2.1165 0.1968 0.3463 0.041
C -2.7812 0.5588 -0.8003 0.234
C -4.1771 0.3655 -0.9237 -0.910
C -4.8913 -0.2004 0.0898 -0.814
C -4.2511 -0.5844 1.2952 0.987
C -4.9633 -1.1726 2.3682 -0.887
H -4.8821 -1.9827 4.3326 0.392
H -2.4443 -1.5735 4.5899 0.432
H -1.1794 -0.5137 2.7898 0.437
H -2.2395 0.9960 -1.6294 0.515
H -4.6733 0.6615 -1.8395 0.398
H -5.9580 -0.3629 -0.0099 0.378
H -6.0297 -1.3320 2.2587 0.381

---

13
Properties=species:S:1:pos:R:3:nbo_charge:R:1 method="wB97M-V/def2-TZVPD" spin_multiplicity=1 total_charge=0 de_lowest_ev=4.7352
C 0.4286 -0.1822 0.9893 -0.766
C -0.1424 -0.2180 -0.3724 0.507
O -0.3708 -1.4587 -0.8694 -0.674
N -0.7357 0.6739 -1.0462 -0.231
O -0.5942 1.9850 -0.5407 -0.573
H 0.4334 0.9443 1.1672 0.257
H -0.3332 -0.6902 1.7049 0.254
H 1.4627 -0.4934 1.4644 0.261
H -0.1964 -2.1862 -0.2407 0.491
H -1.0905 2.3381 -1.2836 0.482
C -3.3598 -0.2283 -0.0058 0.109
N -3.2111 -0.7998 0.9724 -0.335
H -3.5095 0.4665 -0.7330 0.219

---

144
Properties=species:S:1:pos:R:3:mulliken_charge:R:1 method="wB97M-V/def2-TZVPD" spin_multiplicity=1 total_charge=0 de_lowest_ev=0.0000
C -5.4095 0.6307 -3.9339 -0.762
C -4.5381 -0.3200 -4.6710 0.857
O -4.5153 -0.3308 -5.8966 -0.706
N -3.7369 -1.1000 -3.9069 0.202
C -2.7682 -1.9895 -4.4960 -1.099
H -6.2986 0.8620 -4.5158 0.436
H -4.8834 1.6008 -3.9135 -0.002
H -5.6459 0.3577 -2.9005 0.149
H -3.8888 -1.1638 -2.9164 0.026
H -2.9832 -3.0061 -4.2323 0.390
H -1.7520 -1.6242 -4.2978 0.253
H -2.8933 -1.9689 -5.5744 0.369
C 2.1382 -6.2690 0.0254 -1.107
C 1.2355 -5.6656 0.9992 0.572
O 0.1785 -5.1665 0.7168 -0.631
N 1.6937 -5.7384 2.3264 -0.126
C 0.9143 -5.0862 3.3344 -0.418
H 1.8368 -7.2433 -0.3601 0.277
H 3.1630 -6.2673 0.3615 0.384
H 2.0718 -5.5996 -0.8332 0.262
H 2.6438 -6.0605 2.4748 0.264
H 1.4655 -5.1539 4.2714 0.386
H -0.0241 -5.6232 3.4856 0.303
H 0.7055 -4.0233 3.0804 -0.200
C 5.0844 -3.0746 0.4657 -0.693
C 4.9428 -2.6030 1.8663 0.748
O 4.5548 -1.4971 2.1907 -0.667
N 5.1622 -3.6334 2.8162 -0.191
C 5.2359 -3.2826 4.2286 -0.840
H 4.3030 -2.6892 -0.1933 -0.033
H 5.0217 -4.1602 0.4212 0.282
H 6.0531 -2.8321 0.0207 0.325
H 5.6037 -4.4637 2.4584 0.252
H 4.5954 -2.4067 4.4341 0.274
H 6.2653 -3.0383 4.5146 0.324
H 4.8956 -4.1133 4.8409 0.284
C 1.5797 -2.0443 4.7374 0.390
C 1.9624 -0.6808 5.2563 0.472
O 2.8269 -0.5457 6.1170 -0.716
N 1.2534 0.3588 4.7255 0.242
C 1.5091 1.7116 5.2343 -1.258
H 2.3403 -2.3534 4.0116 -0.198
H 0.6290 -1.9022 4.1735 -0.449
H 1.4849 -2.8151 5.4776 0.448
H 0.6511 0.2321 3.9152 -0.065
H 0.7282 2.3983 4.8622 0.371
H 2.4793 2.1082 4.9310 0.283
H 1.3699 1.7390 6.2941 0.424
C -1.8053 2.1560 -1.9840 1.326
C -2.1377 3.4038 -2.8595 0.252
O -2.5505 3.3422 -4.0105 -0.673
N -1.8826 4.6218 -2.2478 0.239
C -2.1970 5.8515 -2.9710 -1.081
H -1.8407 2.3637 -0.9397 -0.688
H -0.8091 1.7302 -2.1761 -0.185
H -2.5188 1.3627 -2.2007 -0.257
H -1.8765 4.6487 -1.2374 0.251
H -3.1780 5.8095 -3.4714 0.270
H -1.4877 6.0182 -3.7674 0.309
H -2.1591 6.7437 -2.3504 0.386
C -5.4575 -2.0843 0.9740 -1.080
C -4.3526 -2.5693 0.1168 0.585
O -3.8230 -1.8608 -0.7355 -0.371
N -3.9098 -3.8437 0.4625 -0.030
C -3.0455 -4.6707 -0.3654 -0.500
H -6.3289 -2.6377 0.5549 0.463
H -5.6670 -1.0273 0.7798 -0.079
H -5.4922 -2.3635 2.0504 0.349
H -4.3623 -4.2018 1.2938 0.223
H -3.5363 -5.6263 -0.5877 0.380
H -2.0425 -4.7642 0.1031 0.120
H -2.8705 -4.1739 -1.3252 0.087
C 0.2336 2.5687 1.6378 1.128
C -0.3054 3.9255 1.3369 0.477
O -1.3547 4.1480 0.6149 -0.854
N 0.4001 4.9920 1.7123 -0.119
C 1.6780 5.0741 2.3715 -0.654
H 0.5089 2.5520 2.6858 -0.428
H 1.0801 2.3783 0.9568 -0.127
H -0.5209 1.8253 1.4302 -0.576
H 0.0314 5.8674 1.3870 0.314
H 1.6899 4.3783 3.2052 0.112
H 1.8468 6.1061 2.7484 0.329
H 2.5005 4.8260 1.6953 0.225
C 4.7538 0.1077 -2.1702 -0.444
S 6.4966 0.4925 -1.6527 0.547
O 7.3953 -0.4908 -2.3346 -0.662
C 6.7236 2.0588 -2.5915 -0.769
H 4.5621 -0.9523 -2.0769 0.313
H 4.6480 0.4205 -3.2201 0.327
H 3.9817 0.6327 -1.5945 -0.114
H 5.9265 2.7589 -2.3372 0.148
H 6.6419 1.8189 -3.6681 0.300
H 7.6891 2.5327 -2.3789 0.352
C -0.8230 -1.1152 -0.6940 -0.086
S 1.0186 -0.9882 -0.8761 0.051
O 1.3403 0.4764 -1.1434 -0.137
C 1.4462 -1.4771 0.9171 0.512
H -1.2743 -0.7752 -1.6296 -0.234
H -1.1860 -0.5577 0.1640 -0.134
H -1.1221 -2.1500 -0.6064 0.430
H 2.5108 -1.4956 1.1380 0.046
H 1.0272 -2.4741 1.0396 0.014
H 0.8971 -0.8181 1.5824 -0.408
C -5.4102 2.0346 -0.6612 -0.487
S -4.8072 3.1787 0.5311 0.578
O -6.0431 3.6244 1.2708 -0.712
C -3.7612 1.9722 1.5474 -0.829
H -4.6158 1.5632 -1.2361 -0.278
H -6.0347 2.6121 -1.3581 0.434
H -6.0477 1.3112 -0.1443 0.405
H -3.4140 2.4903 2.4415 0.427
H -2.9062 1.6120 0.9680 -0.107
H -4.3496 1.1213 1.8497 0.497
C 1.3256 1.3209 -4.7164 -0.300
S 0.3636 0.2726 -5.9050 0.309
O 0.3751 -1.1234 -5.2360 -0.592
C -1.3327 1.0395 -5.7832 -0.417
H 1.9633 0.5863 -4.2062 0.125
H 0.7460 1.8190 -3.9367 -0.219
H 1.9548 2.0740 -5.1890 0.503
H -1.2569 2.0820 -6.1167 0.402
H -1.6903 1.0830 -4.7408 -0.358
H -2.0979 0.5803 -6.3770 0.504
C 2.3875 3.0741 -1.6960 -0.201
S 2.7698 4.8830 -1.2212 0.528
O 4.2744 4.9691 -1.1938 -0.681
C 2.2577 5.5861 -2.8538 -0.766
H 1.3578 2.9300 -2.0243 -0.081
H 2.5648 2.3571 -0.9092 0.015
H 3.0933 2.9264 -2.5472 0.300
H 2.5152 6.6456 -2.9130 0.392
H 1.1575 5.5380 -2.9810 0.086
H 2.7573 5.0422 -3.6955 0.290
C -2.5217 -0.3937 5.0280 -1.144
S -2.4500 -0.9015 3.2988 0.728
O -1.0850 -0.3882 2.8389 -0.709
C -2.2326 -2.7148 3.5440 -0.928
H -1.6461 -0.7789 5.5607 0.278
H -3.3744 -0.8744 5.5190 0.454
H -2.5930 0.6870 5.2104 0.366
H -1.3796 -2.8519 4.2167 0.371
H -2.0609 -3.1778 2.5794 0.039
H -3.1047 -3.1507 4.0554 0.518

---

25
Properties=species:S:1:pos:R:3:nbo_charge:R:1 method="wB97M-V/def2-TZVPD" spin_multiplicity=1 total_charge=+1 de_lowest_ev=4.7914
C -2.0214 -0.1836 0.3123 0.539
C -3.4451 -0.1521 0.0898 -0.042
C 2.6416 -0.9261 0.0754 0.150
C -0.0033 1.0458 -0.2340 0.513
C -4.2523 -0.5686 -1.1582 -0.626
C 3.6699 -1.9551 0.1699 -0.723
C 1.3572 2.6904 0.7858 -0.275
N -0.9048 0.2210 -0.1246 -0.432
N -2.6830 -1.2165 0.7962 -0.527
N 2.4841 -0.2185 -0.9448 -0.668
O 0.1830 1.9334 0.7382 -0.459
H -3.9970 0.5262 0.7213 0.217
H 1.9709 -0.6727 0.9244 0.161
H 0.7651 1.0075 -1.0282 0.259
H -5.2602 -0.4584 -0.7718 0.245
H -3.7803 -1.5093 -1.4254 0.241
H -4.1335 0.1902 -2.0093 0.244
H 3.4921 -2.9202 -0.4229 0.260
H 3.8996 -2.3215 1.2295 0.239
H 4.6414 -1.4176 -0.0923 0.248
H 1.6077 2.8847 -0.2862 0.204
H 2.0868 2.4363 1.5817 0.220
H 1.0577 3.6221 1.1794 0.209
H -2.5246 -1.6161 1.7103 0.439
H 3.1484 -0.4216 -1.8164 0.362

---

50
Properties=species:S:1:pos:R:3:nbo_charge:R:1 method="wB97M-V/def2-TZVPD" spin_multiplicity=1 total_charge=0 de_lowest_ev=0.8709 smiles="CCOc1ccccc1N(CC(=O)N1CCCCCC1)S(C)(=O)=O"
C 3.6068 -1.7017 1.8459 -0.650
C 4.0855 -1.6793 0.4008 -0.047
O 3.1808 -1.0050 -0.4617 -0.545
C 3.0115 0.3437 -0.2250 0.260
C 4.0475 1.2266 -0.4901 -0.238
C 3.8843 2.5884 -0.3159 -0.223
C 2.6604 3.0658 0.1129 -0.225
C 1.6176 2.1959 0.3721 -0.176
C 1.7657 0.8158 0.2217 0.096
N 0.7618 -0.0896 0.5650 -0.646
C -0.4460 0.4058 1.1849 -0.333
C -1.3788 0.9541 0.0958 0.711
O -0.9235 1.2036 -1.0104 -0.677
N -2.6708 1.1591 0.3963 -0.444
C -3.2913 0.9275 1.6778 -0.202
C -4.4471 -0.0873 1.6157 -0.416
C -4.2748 -1.1607 0.5374 -0.421
C -4.8084 -0.7141 -0.8251 -0.389
C -3.8856 0.2658 -1.5427 -0.409
C -3.5533 1.5023 -0.7073 -0.222
S 0.3902 -1.4590 -0.3999 2.311
C 0.8109 -1.0590 -2.1061 -0.869
O -1.0415 -1.6001 -0.3284 -0.975
O 1.1065 -2.5998 0.0826 -0.934
H 3.5550 -0.6901 2.2451 0.206
H 4.2926 -2.2880 2.4515 0.213
H 2.6176 -2.1496 1.8772 0.239
H 5.0836 -1.2230 0.3339 0.163
H 4.1241 -2.6943 0.0019 0.199
H 4.9890 0.8291 -0.8397 0.220
H 4.6995 3.2644 -0.5222 0.215
H 2.5065 4.1265 0.2426 0.214
H 0.6719 2.6102 0.6784 0.207
H -0.1955 1.1602 1.9338 0.236
H -0.9041 -0.4533 1.6752 0.247
H -2.5377 0.5761 2.3787 0.205
H -3.6723 1.8863 2.0560 0.194
H -5.3905 0.4349 1.4416 0.197
H -4.5207 -0.5607 2.5963 0.216
H -4.8309 -2.0477 0.8477 0.210
H -3.2254 -1.4421 0.4361 0.233
H -5.7977 -0.2641 -0.6973 0.186
H -4.9276 -1.5938 -1.4602 0.211
H -4.3495 0.5847 -2.4782 0.207
H -2.9461 -0.2362 -1.7780 0.226
H -4.4553 1.9625 -0.3011 0.193
H -3.0305 2.2290 -1.3352 0.231
H 1.8811 -1.1049 -2.2374 0.262
H 0.3034 -1.8001 -2.7105 0.253
H 0.4072 -0.0700 -2.2859 0.280

---

11
Properties=species:S:1:pos:R:3:nbo_charge:R:1 method="wB97M-V/def2-TZVPD" spin_multiplicity=1 total_charge=0 de_lowest_ev=4.2902
C -0.0024 -0.1808 -0.7066 -0.852
C -1.5106 -0.0457 -0.1165 -0.299
Si 1.4813 0.0412 0.6057 0.791
Br -2.7540 0.1846 -1.5087 0.151
Br -1.7029 -1.6289 1.0296 0.085
Br -1.5774 1.6269 1.0538 0.036
H 0.0894 0.5285 -1.5316 0.248
H 0.0836 -1.2045 -1.1171 0.244
H 2.7052 -0.0029 -0.3014 -0.152
H 1.5493 -0.8891 1.7733 -0.121
H 1.6385 1.5708 0.8195 -0.131